C39H41O2OsP3S5 as an isolated structure. Source: OMol25; level of theory: ωB97M-V/def2-TZVPD.

- 2S+1: 5
- Frontier orbital gap (alpha / beta): 6.23 / 5.28 eV
- ⟨S²⟩: 6.043
- Total charge: +2
- LUMO energy (alpha / beta): -0.2024 / -0.2831 Ha

Geometry (Å):
H  -0.873  -7.130  -4.026
H  -2.786  4.897  3.848
H  -5.284  -0.998  0.978
P  -0.379  1.352  1.313
H  -3.983  2.024  1.856
C  3.619  -1.187  -3.561
H  -1.270  4.128  2.084
H  -1.792  -3.310  2.037
C  4.217  1.499  0.158
H  4.330  0.201  1.875
C  2.215  0.094  4.226
H  -2.662  -4.232  0.760
C  2.586  -1.177  3.779
H  0.476  -0.563  -1.400
H  2.334  -2.423  -4.751
P  2.594  0.962  -0.306
H  -5.501  1.634  1.023
H  1.260  -5.133  -0.895
H  -1.203  -4.923  1.540
H  1.019  1.830  3.874
C  -4.447  1.879  0.883
S  -1.775  0.501  -2.983
H  -2.819  -5.655  -3.658
C  0.311  -6.235  -2.484
C  6.777  2.296  0.832
H  4.494  -1.390  -4.163
C  1.258  -1.530  -3.125
C  3.721  -0.353  -2.463
S  -1.690  4.799  -3.471
S  -1.527  2.375  -5.193
H  6.663  3.599  -0.875
H  2.621  0.479  5.152
C  2.064  -1.680  2.600
C  -1.699  2.122  -3.495
H  0.745  -1.305  0.946
H  7.781  2.606  1.093
H  -3.855  3.275  5.372
Os  -1.464  0.409  -0.624
H  4.672  0.094  -2.201
H  -4.571  1.287  -2.138
C  -2.590  3.838  3.738
H  3.278  -1.771  4.362
C  -4.195  -0.957  0.915
H  -2.737  -3.912  -1.894
C  -2.083  1.127  3.452
C  6.127  1.345  1.606
H  -3.817  -1.844  0.411
H  0.080  3.613  0.606
C  -1.473  4.168  -5.124
C  -1.693  -4.008  1.206
C  -3.191  2.928  4.591
H  -3.397  0.855  5.121
O  -1.479  -2.053  -0.522
H  2.342  -2.668  2.254
S  -2.028  3.211  -1.021
C  -2.933  1.567  4.450
C  6.151  2.857  -0.278
C  -0.834  -6.373  -3.254
C  -1.896  -4.575  -2.059
H  -5.806  0.439  -1.177
C  1.353  -0.693  -2.035
C  4.868  2.466  -0.619
H  6.618  0.919  2.470
C  2.397  -1.769  -3.890
H  0.314  -1.996  -3.375
O  -1.311  4.845  -6.086
P  -3.706  0.507  -0.029
C  -0.744  -4.454  -1.289
C  -1.724  3.397  2.741
C  4.843  0.939  1.271
H  0.792  2.198  -1.304
C  0.785  0.361  2.306
C  1.318  0.857  3.501
C  0.709  2.747  0.792
H  1.162  -6.881  -2.655
C  0.367  -5.260  -1.495
H  1.401  2.985  1.602
C  2.572  -0.078  -1.710
H  -3.785  -0.916  1.925
H  4.387  2.907  -1.486
C  1.484  2.395  -0.482
S  -0.666  -3.240  -0.019
C  -4.762  0.426  -1.499
C  -1.933  -5.543  -3.048
H  -4.569  -0.484  -2.064
H  2.165  3.202  -0.767
C  -1.474  2.039  2.588
C  -1.782  3.261  -2.669
H  -1.879  0.065  3.353
H  -4.372  2.798  0.306
C  1.167  -0.908  1.863

***

C50H62CaCl5IN2O5P2SeSi as an isolated structure. Source: OMol25; level of theory: ωB97M-V/def2-TZVPD.

- Frontier orbital gap: 5.37 eV
- Energy above the lowest of the compared OMol25 structures with the same formula, charge and spin: 15.2 kcal per mole
- Total charge: -2
- LUMO energy: 0.1328 Ha

Geometry (Å):
H  0.061  -4.426  -1.714
H  0.686  8.095  -2.299
H  -0.714  -3.678  0.870
H  -1.694  -5.063  4.347
C  3.557  1.824  4.414
H  -3.649  -4.585  -1.276
H  -2.792  -2.793  4.740
C  -5.892  0.086  0.258
C  2.351  2.837  2.522
H  0.879  -1.793  5.437
C  1.368  6.347  -1.249
H  1.796  4.397  -0.444
C  -3.468  0.109  -0.083
N  -2.360  1.513  3.162
Cl  2.604  0.171  2.488
C  0.149  6.280  -3.307
H  2.893  3.349  -3.464
H  -0.654  -3.892  6.110
C  3.249  -3.848  -0.481
C  3.008  -4.554  -1.810
H  -0.716  -4.306  3.111
H  -1.276  -4.182  -2.821
O  1.709  2.717  1.421
H  1.433  -2.840  0.199
C  3.762  3.073  4.996
H  -1.862  -6.301  -1.964
C  -3.025  2.399  3.466
C  -2.790  -4.274  0.692
C  -1.651  -3.249  0.483
H  -0.738  -1.590  -5.765
H  4.305  -3.559  -0.419
H  -4.829  3.190  4.153
C  2.882  1.709  3.210
C  -3.838  3.537  3.861
H  5.025  0.313  -2.692
Ca  -0.505  3.027  1.101
C  4.894  1.168  -2.019
H  1.163  -2.557  -2.121
C  -0.280  -3.607  5.121
H  -3.465  0.217  -3.011
C  -4.504  -1.341  1.577
H  4.402  -3.809  -3.302
H  1.630  1.379  -3.957
H  -2.029  3.235  -2.024
H  1.081  -1.258  -4.146
C  -0.146  -0.321  -2.650
C  1.987  -1.969  -1.699
C  -1.432  -3.021  -1.018
O  -1.114  4.982  0.170
Cl  4.606  3.216  6.502
H  -3.639  -6.017  -0.266
Cl  4.151  0.404  5.208
H  0.416  -2.134  2.969
O  -3.477  5.291  1.429
C  -1.029  -4.299  -1.762
C  3.473  2.455  -3.695
H  -0.354  6.754  -4.137
C  1.356  4.963  -1.261
H  -3.480  2.314  -2.440
C  -3.367  -0.904  0.894
C  -0.283  -1.592  3.621
H  3.580  -5.484  -1.868
H  -2.530  -4.937  1.522
H  1.810  6.872  -0.413
Se  -1.874  5.542  1.556
O  -1.435  7.059  1.892
O  -1.269  4.451  2.682
H  1.801  1.926  -1.625
Cl  1.967  5.492  2.353
P  -1.688  -1.540  1.276
Cl  3.522  5.762  5.052
N  0.791  4.244  -2.234
C  -0.939  -1.119  -4.809
C  -1.725  -5.543  -1.188
C  2.337  1.030  -1.950
H  -1.098  -6.005  -0.416
C  2.584  4.094  3.145
C  -2.452  -0.097  -3.257
Si  -1.932  1.120  -0.723
C  -2.811  2.589  -1.612
C  -2.334  -3.063  3.779
H  3.074  -4.528  0.356
H  -0.674  -2.260  -1.164
H  -0.841  -1.585  5.691
C  0.736  7.013  -2.286
H  2.737  -3.883  -3.848
H  4.774  3.304  -2.171
C  2.584  1.234  -3.448
C  -1.434  0.128  -2.319
H  -3.355  4.041  4.696
H  3.635  1.729  -0.362
H  -3.134  -3.479  3.181
H  2.873  -1.861  0.272
H  -3.049  -0.872  -5.165
H  -4.887  1.343  -1.129
H  0.689  -4.101  5.004
H  -6.633  -1.202  1.821
H  -2.342  -2.595  -1.448
C  -1.733  -1.792  3.130
C  -0.102  -2.081  5.052
C  -4.761  0.562  -0.389
H  5.648  2.558  -3.489
C  -5.766  -0.856  1.269
I  -0.557  3.721  -4.781
C  4.768  2.443  -2.849
H  1.953  -4.842  -1.871
H  3.757  0.013  -0.600
H  3.712  2.515  -4.761
C  -1.255  -4.109  4.043
C  3.664  0.961  -1.141
C  0.225  4.897  -3.221
H  4.081  -1.758  -2.151
H  -3.365  3.213  -0.901
C  3.181  -2.145  -2.643
C  3.267  4.204  4.346
H  5.788  1.205  -1.391
C  -3.048  -5.141  -0.549
C  2.356  -2.602  -0.341
H  -6.869  0.481  -0.004
P  1.175  -0.298  -1.359
H  -3.893  4.221  3.006
H  -0.013  -0.541  3.511
C  0.082  -0.925  -3.896
C  -2.226  -0.712  -4.476
H  3.075  -1.574  -3.562
H  3.043  0.353  -3.901
H  -4.403  -2.051  2.389
C  3.367  -3.632  -2.988
H  -3.718  -3.770  0.968
H  -2.314  -0.926  3.471